Entry from the Open Molecules 2025 dataset: a cluster of 2 separate species, C20H28Br2F8IN6O4S in total (the ωB97M-V functional and the def2-TZVPD basis).

Its highest occupied orbital energy is -0.4096 Ha. The HOMO-LUMO gap comes out at 7.0 eV. The calculation puts the energy at -8050.55181 Ha. The LUMO energy comes out at -4.177 eV. For the molar mass, the calculation gives 887.25 g/mol.

Geometry as ORCA input:
```
! RIJCOSX wB97M-V def2-TZVPD def2/J DEFGRID3
* xyz 1 1
C -2.572 3.022 1.650
C -3.700 2.146 0.864
N -3.185 0.848 0.357
C -2.944 0.792 -1.100
C -2.222 2.089 -1.727
C -0.666 2.193 -1.012
C 0.220 3.538 -1.515
O 0.482 1.994 -1.943
O -2.008 -0.282 -1.327
C -2.488 -1.573 -1.009
I -1.940 -2.277 1.026
C -1.671 -2.598 -1.987
C -0.086 -2.394 -1.937
S 0.847 -3.691 -0.984
C 1.746 -2.729 0.299
N 2.768 -1.741 0.216
N 2.966 -1.395 1.528
C 2.134 -2.105 2.429
O 1.347 -2.963 1.627
N -3.918 -1.878 -1.236
C -4.774 -0.662 -1.280
N -5.952 -0.728 -0.700
C -6.557 -1.922 -0.029
C -7.151 -1.443 1.412
C -6.163 -0.394 2.137
Br -6.906 0.127 3.931
N -4.146 0.469 -1.929
Br -5.221 1.869 -2.429
H -2.154 3.854 0.971
H -1.735 2.373 2.079
H -3.061 3.552 2.545
H -4.156 2.843 0.094
H -4.521 1.962 1.653
H -2.286 0.696 0.856
H -1.994 1.944 -2.843
H -2.734 3.073 -1.514
H -0.562 1.858 0.129
H 1.328 3.624 -1.725
H 0.392 3.743 -0.368
H -1.879 -3.654 -1.572
H -2.125 -2.483 -3.041
H 0.287 -2.469 -3.026
H 0.265 -1.381 -1.561
H 2.019 -2.048 3.551
H -4.094 -2.467 -2.062
H -6.548 0.124 -0.691
H -7.446 -2.253 -0.681
H -5.827 -2.756 0.203
H -8.178 -0.976 1.277
H -7.160 -2.371 2.093
H -6.140 0.585 1.538
H -5.109 -0.815 2.297
C 7.233 -0.905 -0.563
C 7.938 -1.230 0.772
C 7.204 -0.793 2.039
F 7.045 0.542 2.105
F 7.913 -1.145 3.142
F 9.195 -0.729 0.740
F 8.077 -2.589 0.824
O 7.682 0.262 -1.264
C 7.103 1.498 -0.907
C 8.133 2.489 -0.355
F 8.727 2.013 0.761
F 7.540 3.658 -0.013
F 6.070 1.295 -0.070
F 6.567 1.999 -2.045
H 7.479 -1.728 -1.240
H 6.144 -0.935 -0.478
H 6.221 -1.266 2.111
H 8.912 2.693 -1.093
*
```

Löwdin atomic charge list, values in e, 8 entries: C -0.076; C -0.240; N 0.009; C -0.530; C -0.043; C -0.166; C -0.048; O -0.158



Entry from the Open Molecules 2025 dataset: a cluster of 7 separate species, C20H28Cl13F9P in total (the ωB97M-V functional and the def2-TZVPD basis).

For the energy above the lowest of the compared OMol25 structures with the same formula, charge and spin, the calculation gives 0.0 kJ/mol. Its highest occupied orbital energy is -0.1612 Ha. The HOMO-LUMO gap comes out at 5.7 eV. The calculation puts the energy at -8001.53729 Ha. The LUMO energy comes out at 1.331 eV. For the molar mass, the calculation gives 931.29 g/mol.

Geometry as ORCA input:
```
! RIJCOSX wB97M-V def2-TZVPD def2/J DEFGRID3
* xyz -1 1
C 7.789 -2.873 1.561
C 6.712 -1.865 1.251
C 5.372 -2.102 1.569
C 4.398 -1.166 1.256
C 4.697 0.049 0.629
C 3.614 1.022 0.272
P 2.341 1.508 1.632
Cl 4.025 2.494 2.800
C 0.879 0.713 0.661
C -0.465 0.745 1.389
C -0.846 -0.525 2.133
F -1.069 -0.281 3.462
F 0.120 -1.477 2.088
C -2.117 -1.229 1.597
F -1.993 -1.435 0.266
F -2.224 -2.456 2.180
C -3.465 -0.530 1.904
F -3.465 0.762 1.526
F -3.698 -0.587 3.232
C -4.700 -1.188 1.227
F -5.782 -0.450 1.543
F -4.591 -1.177 -0.109
F -4.907 -2.434 1.652
C 6.034 0.277 0.326
C 7.019 -0.658 0.637
H 7.383 -3.883 1.511
H 8.247 -2.702 2.532
H 8.556 -2.823 0.788
H 5.091 -3.030 2.049
H 3.370 -1.389 1.499
H 4.083 1.972 0.005
H 3.099 0.671 -0.627
H 2.541 0.284 2.372
H 1.463 1.980 2.689
H 2.127 2.773 0.931
H 0.763 1.336 -0.230
H 1.147 -0.278 0.296
H -0.535 1.586 2.078
H -1.243 0.916 0.643
H 6.407 1.165 -0.166
H 8.045 -0.424 0.377
C 6.674 4.702 -1.819
Cl 6.212 3.187 -1.037
Cl 6.826 6.040 -0.670
H 7.632 4.561 -2.305
H 5.912 4.961 -2.544
C -7.739 1.630 -0.569
Cl -7.468 3.181 -1.378
Cl -9.435 1.393 -0.137
H -7.441 0.835 -1.242
H -7.143 1.606 0.334
C -4.654 2.872 -4.119
Cl -2.899 2.900 -3.945
Cl -5.159 2.955 -5.817
H -5.029 1.949 -3.695
H -5.071 3.724 -3.597
C -5.446 -0.589 -6.918
Cl -4.022 -1.321 -7.664
Cl -6.690 -0.182 -8.109
H -5.866 -1.296 -6.214
H -5.145 0.326 -6.423
C -3.847 -3.369 4.998
Cl -4.594 -2.476 6.330
Cl -2.917 -4.761 5.568
H -4.633 -3.728 4.344
H -3.179 -2.702 4.470
C 0.036 -1.927 -2.240
Cl 0.916 -1.605 -3.743
Cl 1.097 -2.428 -0.929
H -0.466 -1.014 -1.938
H -0.681 -2.716 -2.428
*
```

Löwdin atomic charge list, values in e, 8 entries: C -0.070; C -0.299; C -0.051; C -0.057; C -0.291; C -0.353; P 0.248; Cl -0.042



Entry from the Open Molecules 2025 dataset: a structure of composition C20H28Cl54FInN2OP (the ωB97M-V functional and the def2-TZVPD basis).

Its highest occupied orbital energy is -0.1781 Ha. The HOMO-LUMO gap comes out at 6.2 eV. The calculation puts the energy at -26445.17811 Ha. The LUMO energy comes out at 1.362 eV. For the molar mass, the calculation gives 2391.71 g/mol.

Geometry as ORCA input:
```
! RIJCOSX wB97M-V def2-TZVPD def2/J DEFGRID3
* xyz -1 1
C -4.038 5.550 1.078
C -3.417 4.369 1.886
F -3.887 4.327 3.226
In -3.779 2.463 0.696
N -5.490 2.809 -0.542
P -1.743 2.282 -0.885
N -1.424 3.982 -1.185
O -0.437 1.571 0.028
H -3.678 5.409 0.044
H -5.130 5.396 1.071
H -3.748 6.528 1.497
H -2.319 4.560 1.901
H -4.007 1.011 1.714
H -6.277 3.150 0.001
H -5.249 3.575 -1.167
H -0.872 4.149 -2.014
H -0.988 4.460 -0.403
H -0.701 1.694 0.937
C 0.634 -0.155 -0.041
Cl 2.078 0.303 0.878
Cl 1.070 -1.104 -1.466
Cl -0.493 -1.082 0.954
H 0.136 0.755 -0.363
C -6.660 2.700 4.158
Cl -7.340 1.107 4.508
Cl -7.429 3.386 2.728
Cl -6.848 3.780 5.546
H -5.600 2.585 3.955
C -1.693 -3.680 3.576
Cl -2.175 -5.380 3.604
Cl -2.554 -2.817 2.299
Cl -1.981 -2.897 5.129
H -0.633 -3.638 3.369
C 2.581 -4.043 3.038
Cl 1.541 -5.411 3.459
Cl 3.465 -4.384 1.547
Cl 1.627 -2.558 2.915
H 3.303 -3.911 3.836
C 2.922 3.504 -0.458
Cl 2.517 4.934 0.494
Cl 2.218 3.615 -2.077
Cl 4.681 3.295 -0.554
H 2.499 2.637 0.035
C -2.212 -5.350 -0.666
Cl -2.176 -6.720 -1.785
Cl -0.968 -5.536 0.570
Cl -2.009 -3.824 -1.535
H -3.178 -5.337 -0.175
C 5.941 -0.269 1.470
Cl 7.700 -0.442 1.524
Cl 5.155 -1.829 1.710
Cl 5.389 0.914 2.659
H 5.667 0.099 0.487
C -4.053 -10.183 -1.963
Cl -4.457 -9.007 -0.706
Cl -4.841 -9.762 -3.486
Cl -2.302 -10.292 -2.174
H -4.417 -11.153 -1.649
C -0.079 1.305 4.223
Cl -0.690 2.698 3.327
Cl -0.141 -0.153 3.225
Cl 1.571 1.601 4.792
H -0.714 1.152 5.087
C -0.482 -5.169 -4.383
Cl 0.788 -4.200 -3.630
Cl -1.297 -4.251 -5.654
Cl 0.181 -6.675 -5.029
H -1.213 -5.418 -3.622
C 4.586 4.035 -5.032
Cl 3.801 5.314 -5.957
Cl 4.780 2.573 -6.008
Cl 6.142 4.599 -4.421
H 3.956 3.797 -4.181
C -2.689 -10.749 2.272
Cl -1.010 -11.274 2.106
Cl -3.613 -11.910 3.232
Cl -2.770 -9.139 2.991
H -3.129 -10.699 1.283
C -0.972 -6.585 7.172
Cl -1.740 -7.105 8.676
Cl 0.545 -5.742 7.506
Cl -0.696 -7.964 6.102
H -1.640 -5.894 6.669
C 9.365 3.256 -3.015
Cl 11.031 2.667 -2.993
Cl 8.362 2.375 -1.861
Cl 9.307 4.986 -2.668
H 8.958 3.093 -4.006
C -6.135 -3.038 5.576
Cl -5.479 -1.863 4.435
Cl -4.909 -4.263 5.906
Cl -6.679 -2.263 7.069
H -6.986 -3.520 5.111
C -0.437 7.625 -2.915
Cl -1.145 7.245 -1.344
Cl 1.059 8.544 -2.724
Cl -0.143 6.151 -3.848
H -1.139 8.239 -3.466
C 6.012 3.934 -9.165
Cl 5.215 5.215 -10.086
Cl 6.218 2.486 -10.157
Cl 7.569 4.491 -8.540
H 5.383 3.680 -8.322
C 4.281 9.353 -5.498
Cl 2.701 8.593 -5.716
Cl 4.113 10.910 -4.677
Cl 5.369 8.292 -4.597
H 4.712 9.529 -6.476
*
```

Löwdin atomic charge list, values in e, 8 entries: C -0.152; C -0.484; F -0.168; In 0.407; N -0.211; P 0.744; N -0.286; O -0.457